A molecular structure, C10H29MnNP in a non-equilibrium geometry, computed with the ωB97M-V functional and the def2-TZVPD basis.

Structure (XYZ):
```
42
C10H29MnNP | the OMol25 dataset | the ωB97M-V functional and the def2-TZVPD basis
C -0.895 0.777 -1.587
Mn -0.079 -0.172 -0.081
N -1.480 -1.746 -0.117
H 0.879 0.978 -0.027
H 1.298 -0.217 -0.838
H -0.144 1.467 -1.997
H -1.776 1.315 -1.216
H -1.145 -0.029 -2.288
H -2.098 -1.830 0.710
H -0.963 -2.608 -0.221
H -2.077 -1.614 -0.942
C 2.929 -2.957 1.177
C 2.142 -2.417 2.363
C 3.030 -2.337 3.621
P 1.190 -0.888 1.845
C -0.296 -1.036 2.977
C -0.073 -1.407 4.450
C -1.191 0.198 2.783
C 2.279 0.562 2.227
C 2.662 0.873 3.674
C 3.512 0.531 1.310
H 3.750 -2.279 0.913
H 2.327 -3.131 0.280
H 3.383 -3.917 1.456
H 1.312 -3.104 2.634
H 3.942 -1.741 3.473
H 2.505 -1.971 4.515
H 3.352 -3.365 3.869
H -0.784 -1.918 2.523
H 0.502 -0.652 5.002
H -1.047 -1.482 4.946
H 0.418 -2.370 4.596
H -1.454 0.444 1.733
H -2.130 0.020 3.320
H -0.726 1.089 3.235
H 1.633 1.386 1.843
H 3.345 0.126 4.078
H 3.208 1.823 3.686
H 1.832 0.983 4.372
H 3.231 0.396 0.253
H 4.032 1.506 1.365
H 4.248 -0.255 1.567
```

Computed properties:
E_tot = -1945.1803 hartree
multiplicity = 4
Kohn-Sham gap (alpha / beta) = 8.6 / 9.4 eV
total charge = +1
energy above the lowest of the compared OMol25 structures with the same formula, charge and spin = 0.5860 eV

2 unconnected molecules or ions with the total composition C25H37F3N3O4S in a non-equilibrium geometry, computed with the ωB97M-V functional and the def2-TZVPD basis.

Structure (XYZ):
```
73
C25H37F3N3O4S | the OMol25 dataset | the ωB97M-V functional and the def2-TZVPD basis
C 6.639 -1.446 4.244
C 6.027 0.069 4.056
C 4.653 0.101 3.102
O 4.431 -1.268 2.616
C 3.004 -1.662 2.697
S 2.484 -2.164 4.466
O 3.134 -1.293 5.566
O 2.984 -3.654 4.614
C 0.629 -2.216 4.712
F 0.159 -0.781 4.713
F 0.251 -2.792 6.043
F -0.110 -2.971 3.665
C 1.962 -0.590 2.026
C 2.098 -0.466 0.369
C 0.739 0.399 -0.088
C 3.373 0.473 -0.105
N 1.991 -1.789 -0.351
O 2.135 -1.586 -1.671
C 2.918 -2.849 0.194
C 2.366 -4.292 -0.452
C 4.482 -2.728 -0.385
C 2.872 -3.059 1.818
H 5.854 -2.243 4.614
H 7.232 -1.830 3.284
H 7.457 -1.371 5.108
H 5.836 0.601 5.095
H 6.847 0.699 3.478
H 4.855 0.902 2.275
H 3.804 0.517 3.808
H 1.951 0.473 2.521
H 0.867 -1.034 2.199
H 0.880 0.856 -1.176
H -0.237 -0.288 -0.084
H 0.557 1.303 0.656
H 3.181 1.550 0.372
H 3.394 0.666 -1.279
H 4.413 0.114 0.292
H 1.727 -4.863 0.378
H 3.258 -4.999 -0.726
H 1.687 -4.141 -1.393
H 4.523 -2.630 -1.557
H 4.974 -3.788 -0.141
H 5.126 -1.941 0.193
H 3.727 -3.848 2.083
H 1.860 -3.562 2.130
C -2.097 -1.622 -3.544
N -2.941 -0.423 -3.374
C -3.016 0.479 -4.378
C -3.839 1.603 -4.265
C -4.603 1.806 -3.112
C -4.479 0.861 -2.086
C -3.643 -0.245 -2.235
C -5.526 2.946 -2.974
C -6.890 2.735 -2.738
C -7.755 3.813 -2.558
N -7.290 5.080 -2.605
C -5.983 5.325 -2.857
C -5.086 4.272 -3.047
C -8.203 6.214 -2.365
H -1.078 -1.290 -3.760
H -2.509 -2.200 -4.376
H -2.109 -2.220 -2.630
H -2.424 0.287 -5.270
H -3.890 2.300 -5.101
H -5.032 0.974 -1.154
H -3.539 -0.991 -1.451
H -7.298 1.726 -2.692
H -8.816 3.667 -2.368
H -5.667 6.364 -2.889
H -4.038 4.504 -3.227
H -8.160 6.874 -3.235
H -7.859 6.727 -1.462
H -9.223 5.849 -2.221
```

Computed properties:
E_tot = -2136.8560 hartree
multiplicity = 2
Kohn-Sham gap (alpha / beta) = 4.9 / 5.5 eV
total charge = +2

A single C5H4N2O molecule in a non-equilibrium geometry, computed with the ωB97M-V functional and the def2-TZVPD basis.

Structure (XYZ):
```
12
C5H4N2O | the OMol25 dataset | the ωB97M-V functional and the def2-TZVPD basis
N -0.166 3.131 0.459
C -0.543 2.039 0.558
C -0.976 0.693 0.856
C -0.257 -0.334 0.392
C -0.779 -1.677 0.570
N -1.066 -2.745 0.809
C 0.975 -0.167 -0.524
O 0.553 -0.778 -1.789
H -1.811 0.559 1.556
H 0.945 0.908 -0.553
H 1.779 -0.758 -0.023
H 1.347 -0.872 -2.310
```

Computed properties:
SMILES string = N#C/C=C(/C#N)CO
E_tot = -377.6102 hartree
Kohn-Sham gap = 10.1 eV
energy above the lowest of the compared OMol25 structures with the same formula, charge and spin = 1.4666 eV